15
Properties=species:S:1:pos:R:3:forces:R:3:lowdin_charge:R:1 method="wB97M-V/def2-TZVPD" de_lowest_kcal_mol=124.4 total_charge=+1 energy_ha=-266.9010 homo_lumo_gap_ev="9.328 / 9.326" lumo_ev="-6.270 / -6.272"
N 0.04336 -0.53726 0.22605 -3.0404 0.4939 0.4266 -0.0146
N -1.51232 0.66465 0.88087 2.9639 -0.1182 0.3421 0.2240
C 1.62671 1.05130 -0.32203 1.3091 2.9915 -1.2693 -0.0883
C 1.33899 -0.05258 0.61639 -0.8335 -0.6745 -2.1710 -0.2405
C -2.48789 0.46981 0.18703 -2.0218 -1.9574 -1.9993 -0.0379
C -0.30601 -1.52170 -0.43584 1.4327 -2.0205 -0.1501 0.0812
H 2.56255 1.69819 0.03501 -2.0366 -1.4962 -0.8846 0.1344
H 1.96358 -0.89833 0.54088 1.2028 -0.8794 0.0835 0.1223
H -1.32358 -1.80275 -0.53742 -1.3526 0.2412 -0.2763 0.0684
H 1.20162 0.23171 1.58542 0.0992 0.9948 2.7826 0.1024
H -3.43062 1.09456 0.28248 1.1632 -0.6143 0.1789 0.1515
H 0.34674 -2.35832 -0.84188 -0.1579 1.4023 0.4890 0.1582
H 0.69703 1.74397 -0.27009 1.7423 -0.8842 -0.4815 0.0971
H -2.53518 -0.45003 -0.53448 -0.0497 1.6729 0.8350 0.1226
H 1.81501 0.66677 -1.41238 -0.4207 0.8478 2.0943 0.1192